ORCA calculation (ωB97M-V/def2-TZVPD) on C16H35BCl2F4GeN4O3STl as an isolated structure.

```
68
C16H35BCl2F4GeN4O3STl, DFT ωB97M-V/def2-TZVPD
Tl -0.47 -0.36 0.10
C -2.45 3.06 1.27
C -1.25 2.97 2.20
C -0.05 3.68 1.59
C -1.59 3.54 3.57
O -0.98 1.55 2.33
Ge 0.39 0.81 3.18
O 1.50 0.81 1.81
C 2.92 0.54 1.74
C 3.50 1.54 0.76
C 3.08 -0.89 1.22
C 3.55 0.69 3.12
O -0.14 -0.87 3.07
C -0.91 -1.57 4.06
C -0.02 -1.85 5.27
C -2.14 -0.76 4.46
C -1.32 -2.88 3.40
H -2.75 4.10 1.16
H -3.28 2.49 1.67
H -2.20 2.67 0.28
H -0.28 4.72 1.38
H 0.26 3.19 0.67
H 0.81 3.65 2.28
H -1.85 4.59 3.50
H -0.73 3.44 4.25
H -2.43 2.99 4.01
H 3.06 1.40 -0.24
H 4.58 1.41 0.68
H 3.29 2.56 1.09
H 2.65 -0.97 0.22
H 2.58 -1.60 1.89
H 4.14 -1.15 1.16
H 3.36 1.70 3.51
H 4.63 0.54 3.07
H 3.13 -0.04 3.82
H 0.32 -0.90 5.71
H 0.85 -2.43 4.98
H -0.57 -2.40 6.04
H -1.85 0.15 5.00
H -2.79 -1.34 5.11
H -2.69 -0.46 3.57
H -0.44 -3.44 3.08
H -1.94 -2.68 2.52
H -1.90 -3.49 4.10
C 2.79 -2.41 -4.67
C 2.43 -2.88 -3.32
N 3.25 -3.27 -2.39
N 2.43 -3.57 -1.34
C 1.13 -3.34 -1.57
S -0.19 -3.54 -0.53
N 1.14 -2.92 -2.85
N 0.00 -2.62 -3.61
H 3.83 -2.66 -4.88
H 2.66 -1.32 -4.73
H 2.14 -2.86 -5.42
H 2.81 -3.88 -0.46
H -0.77 -2.61 -2.94
H 0.13 -1.68 -3.97
Cl -3.80 -1.11 0.45
C -3.70 -2.10 -1.03
Cl -2.94 -1.22 -2.35
H -4.70 -2.37 -1.32
H -3.09 -2.97 -0.81
F 0.93 0.54 -3.98
B 0.92 0.99 -2.63
F 1.50 -0.06 -1.82
F -0.42 1.15 -2.20
F 1.65 2.16 -2.46
```

As for the expectation value of S²: 0.754. The calculation puts the HOMO energy (spin up / spin down) at -8.14 / -8.19 eV. Its largest force on an atom is 0.85 eV/A. The electronic energy comes out at -5068.00070 Ha. As for the spin multiplicity: 2. Its total charge is 0.